Record 1
The following is a quantum chemistry calculation of a 2-piece molecular cluster, CH4N3 overall, from the OMol25 dataset.

The geometry in ORCA input format:
```
! RIJCOSX wB97M-V def2-TZVPD def2/J DEFGRID3
* xyz 1 1
N 2.31 -0.16 -0.33
N 1.90 0.17 0.72
N -1.78 0.16 0.12
C -2.83 0.19 0.59
H -0.79 0.25 -0.01
H -3.71 0.14 0.68
H 1.57 -0.13 -1.31
H 3.34 -0.61 -0.46
*
```

Output
Gap between HOMO and LUMO (spin up / spin down), eV: 5.6974 / 5.6968
Relative energy (zero: lowest compared OMol25 entry of this formula, charge and spin), kcal/mol: 148.3
HOMO level (spin up / spin down), hartree: -0.4397 / -0.4397

***

Record 2
The following is a quantum chemistry calculation of C20H28Cl2InN2O6 as an isolated structure, from the OMol25 dataset.

The geometry in ORCA input format:
```
! RIJCOSX wB97M-V def2-TZVPD def2/J DEFGRID3
* xyz -1 1
In -1.02 -0.01 0.99
Cl -3.07 0.37 2.10
Cl 0.02 0.28 4.15
O 1.23 0.22 4.91
O -0.33 -4.14 -0.43
O -0.91 -0.75 4.53
O -0.67 4.17 -0.15
O -0.57 1.60 4.17
O 0.44 -0.01 2.63
N -0.30 -2.19 0.68
N -0.08 2.09 0.45
C -1.54 1.17 -1.79
C 1.08 2.94 0.84
C 2.19 2.82 -0.19
C -0.37 -2.54 -3.67
C -0.80 -1.25 -3.02
C -0.49 2.50 -3.66
C -0.90 2.87 -0.23
C 0.69 -4.34 0.60
C -2.02 2.40 -1.10
C -0.85 -2.93 -0.26
C 1.62 2.64 2.22
C -0.47 -0.02 -3.58
C -1.68 -0.06 -1.11
C 2.10 -2.38 1.26
C 0.35 -3.24 2.81
C 0.46 4.34 0.77
C -1.49 -1.27 -1.82
C -1.96 -2.52 -1.16
C -0.86 1.19 -3.00
C 0.73 -3.02 1.37
H -2.84 -2.36 -0.53
H 2.12 -1.43 1.80
H 1.03 -3.97 3.26
H -2.29 3.21 -1.79
H 0.10 0.00 -4.52
H 0.12 -2.33 -4.62
H 0.40 -2.30 3.37
H 2.63 1.82 -0.16
H 2.84 -3.06 1.70
H -2.16 -3.34 -1.86
H 2.37 3.41 2.46
H 2.97 3.56 0.05
H 2.10 1.66 2.26
H 1.82 3.03 -1.20
H 0.36 -5.19 1.21
H 0.06 4.65 1.74
H -2.41 -0.09 -0.11
H 0.27 3.04 -3.08
H 1.62 -4.60 0.08
H -1.36 3.16 -3.77
H 0.83 2.68 2.96
H 2.36 -2.22 0.20
H 0.34 -3.09 -3.04
H 1.11 5.12 0.36
H -1.22 -3.21 -3.86
H -0.08 2.30 -4.65
H -2.88 2.20 -0.43
H -0.68 -3.62 2.87
*
```

Output
Gap between HOMO and LUMO, eV: 3.6480
Relative energy (zero: lowest compared OMol25 entry of this formula, charge and spin), kcal/mol: 6.1
HOMO level, hartree: -0.0362